Formula: C18H28NO4P2Tl
Source: OMol25
Level of theory: wB97M-V/def2-TZVPD

```
54
Properties=species:S:1:pos:R:3:forces:R:3
Tl -0.547 -0.079 1.042 0.34 1.80 0.26
P -2.351 -0.289 -0.977 -0.82 -0.34 -1.53
C -2.128 -1.780 -1.925 0.56 -0.19 -0.33
C -0.840 -2.312 -2.162 1.11 -0.93 0.16
N 0.179 -2.052 -1.269 0.12 1.50 -0.95
C 1.428 -2.089 -1.751 0.02 -0.34 -0.11
C 1.774 -2.725 -2.953 -0.67 0.20 -0.39
C 0.757 -3.286 -3.752 0.26 0.26 0.82
C -0.560 -3.061 -3.349 -0.07 0.32 0.36
C 2.545 -1.397 -0.981 -0.59 -0.11 -0.01
P 2.075 -1.208 0.789 1.43 -0.33 -0.51
H -1.418 -3.379 -3.926 0.17 -0.07 -0.23
H 2.821 -2.685 -3.246 -0.27 -0.31 -0.14
H 1.012 -3.855 -4.648 -0.24 0.25 0.22
H 3.470 -2.005 -1.064 -0.35 0.57 0.16
H 2.734 -0.370 -1.385 -0.20 -0.84 0.12
H -3.962 -5.691 0.702 -0.13 -0.61 -0.40
H -2.873 -2.198 -2.597 -0.46 0.32 0.40
H 0.742 -3.608 1.620 -1.63 0.58 0.79
O -4.072 -4.881 1.185 -0.22 1.44 -0.07
H -4.701 -4.329 0.674 0.47 -0.77 0.46
H 0.236 -2.033 1.663 -0.28 -1.57 0.61
O 0.021 -3.028 2.062 0.29 0.14 -1.20
H -0.935 -3.296 1.879 1.35 0.03 0.07
C 2.774 -2.787 1.432 0.12 -0.23 0.42
H 3.849 -2.748 1.207 -0.29 -0.16 0.08
H 2.669 -2.836 2.531 0.05 -0.11 -0.42
H 2.392 -3.713 0.947 0.13 0.45 0.14
C 3.293 -0.004 1.368 -0.17 0.29 0.41
H 2.822 0.610 2.146 0.31 0.02 -0.14
H 4.162 -0.538 1.771 -0.13 0.26 -0.09
H 3.589 0.627 0.520 -0.06 -0.06 0.34
C -1.763 1.083 -2.020 0.57 0.31 -0.11
H -2.457 1.309 -2.840 -0.09 -0.17 0.40
H -1.610 1.958 -1.372 -0.06 -0.13 -0.28
H -0.806 0.839 -2.493 -0.01 -0.01 0.27
C -4.142 -0.006 -0.916 -0.34 -0.08 0.75
H -4.302 0.949 -0.392 -0.09 -0.29 -0.22
H -4.608 0.036 -1.912 0.43 0.04 0.19
H -4.639 -0.803 -0.345 0.15 0.28 -0.09
O 0.199 2.066 0.274 -0.28 -1.38 0.60
C 0.447 2.520 1.456 0.12 0.32 0.70
O 0.658 1.791 2.473 -0.64 -0.63 -1.48
C 0.391 3.984 1.640 0.05 0.51 0.44
C 0.332 4.496 2.954 0.04 0.50 0.04
C 0.145 5.871 3.150 -0.33 0.17 -0.43
C 0.005 6.706 2.021 0.46 -0.17 0.02
C 0.132 6.197 0.714 -0.30 0.09 0.60
C 0.306 4.835 0.528 0.06 -0.10 0.32
H 0.428 3.840 3.829 -0.09 0.19 -0.60
H 0.044 6.306 4.166 0.19 -0.45 -0.84
H -0.140 7.782 2.155 -0.03 -0.42 0.01
H 0.037 6.851 -0.151 0.09 -0.07 0.28
H 0.385 4.417 -0.470 -0.06 0.05 0.13
```
Forces are in eV/Å.

As for the HOMO energy (alpha / beta): -13.4478 / -13.4505 eV. The value obtained for the total energy is -52053.665 eV. The molecular weight comes out at 588.756 g/mol. As for the multiplicity: 1. The energy above the lowest of the compared OMol25 structures with the same formula, charge and spin comes out at 67.40 kcal/mol. The total charge is +2.

Mulliken population analysis, charges in e, atoms 1 to 5: 0.647, 0.605, -0.765, 0.552, 0.109